(1)
A molecular structure, C45H97N5O6. Source: the Open Molecules 2025 dataset; level of theory: wB97M-V/def2-TZVPD.

F_max: 0.322 hartree/bohr
orbital gap: 6.4717 eV

Last column: Mulliken charge in e.
Cartesian coordinates (Å):
C (-0.741, -0.519, -1.631)  -0.957
C (0.169, 0.499, -0.951)  1.381
C (-0.276, 1.983, -1.384)  -0.916
C (0.079, 2.996, -0.374)  -1.893
C (-0.410, 2.496, 1.009)  0.120
C (0.264, 1.223, 1.521)  0.956
N (0.105, 0.142, 0.493)  0.557
O (0.759, -1.068, 0.845)  0.683
C (1.743, 1.517, 1.850)  -1.992
C (-0.435, 0.752, 2.746)  -1.602
C (1.605, 0.402, -1.493)  -1.561
H (-0.381, -1.522, -1.400)  0.383
H (-0.689, -0.483, -2.719)  0.475
H (-1.771, -0.397, -1.297)  -1.060
H (0.301, 2.324, -2.243)  1.060
H (-1.318, 1.991, -1.701)  -1.499
H (-0.554, 3.864, -0.558)  -0.724
H (1.127, 3.262, -0.511)  0.567
H (-1.484, 2.311, 1.003)  -1.077
H (-0.264, 3.215, 1.815)  2.270
H (1.794, 2.403, 2.484)  0.925
H (2.151, 0.606, 2.287)  0.612
H (2.410, 1.784, 1.030)  -0.461
H (-0.095, 1.352, 3.590)  0.627
H (-1.511, 0.714, 2.578)  -0.554
H (-0.226, -0.284, 3.016)  0.189
H (1.606, 0.388, -2.583)  0.340
H (2.055, -0.571, -1.292)  0.358
H (2.283, 1.172, -1.125)  0.595
H (0.046, -1.522, 1.301)  -1.083
C (3.919, 2.797, -0.416)  -0.815
C (4.647, 1.615, 0.310)  1.310
C (3.872, 0.289, 0.142)  -0.477
C (3.928, -0.453, -1.167)  1.225
C (5.356, -0.875, -1.468)  -1.837
C (6.277, 0.408, -1.364)  2.223
N (6.004, 1.302, -0.184)  0.263
O (6.848, 2.428, -0.243)  -0.497
C (7.787, -0.005, -1.128)  -1.686
C (6.108, 1.124, -2.710)  -1.931
C (4.492, 1.808, 1.905)  -1.796
H (3.986, 2.756, -1.503)  0.062
H (4.354, 3.708, -0.004)  0.440
H (2.910, 2.659, -0.029)  0.473
H (4.189, -0.415, 0.911)  0.825
H (2.817, 0.449, 0.368)  -0.190
H (3.530, 0.313, -1.832)  -0.540
H (3.249, -1.305, -1.179)  -0.236
H (5.349, -1.202, -2.507)  0.487
H (5.725, -1.707, -0.868)  0.298
H (8.496, 0.553, -1.739)  0.357
H (8.272, 0.245, -0.184)  0.358
H (7.961, -1.066, -1.309)  0.406
H (6.752, 2.001, -2.763)  0.438
H (6.411, 0.522, -3.567)  0.466
H (5.081, 1.431, -2.907)  0.329
H (4.824, 0.865, 2.339)  0.394
H (3.635, 2.150, 2.486)  0.337
H (5.208, 2.570, 2.213)  0.500
H (7.419, 2.252, 0.509)  0.384
C (2.885, -3.343, -2.251)  -1.560
C (1.429, -3.213, -1.683)  2.038
C (0.575, -4.588, -1.902)  -0.901
C (0.538, -5.451, -0.593)  -1.082
C (0.542, -4.684, 0.697)  -1.872
C (1.612, -3.658, 0.853)  1.291
N (1.511, -2.689, -0.287)  0.222
O (2.168, -1.469, -0.064)  0.114
C (1.234, -2.876, 2.127)  -1.424
C (2.991, -4.344, 0.926)  -2.078
C (0.721, -2.104, -2.430)  -0.915
H (3.297, -2.610, -2.946)  0.462
H (3.156, -4.252, -2.786)  0.351
H (3.617, -3.409, -1.446)  0.217
H (-0.355, -4.437, -2.450)  0.263
H (1.065, -5.289, -2.578)  0.542
H (1.321, -6.198, -0.458)  0.486
H (-0.408, -5.980, -0.700)  0.388
H (0.803, -5.512, 1.355)  0.951
H (-0.462, -4.381, 0.997)  0.628
H (0.453, -2.145, 1.916)  1.004
H (0.791, -3.484, 2.916)  0.282
H (2.165, -2.469, 2.523)  0.549
H (2.973, -5.079, 1.731)  0.442
H (3.266, -4.818, -0.016)  0.466
H (3.829, -3.690, 1.167)  0.296
H (-0.331, -1.896, -2.233)  -0.553
H (0.795, -2.385, -3.481)  0.633
H (1.211, -1.133, -2.359)  -0.448
H (1.411, -0.887, -0.164)  -0.515
C (-3.100, 1.002, 0.622)  -2.636
C (-3.249, 2.442, 0.217)  1.113
C (-4.529, 2.553, -0.689)  -1.605
C (-5.838, 2.575, 0.186)  -0.567
C (-5.700, 3.724, 1.158)  -1.364
C (-4.443, 3.607, 2.043)  1.406
N (-3.235, 3.450, 1.317)  0.575
O (-2.142, 3.253, 2.115)  -0.431
C (-4.368, 4.989, 2.821)  -1.752
C (-4.733, 2.446, 3.067)  -1.597
C (-2.192, 2.837, -0.731)  -0.930
H (-2.485, 0.537, -0.148)  1.118
H (-4.044, 0.458, 0.622)  1.006
H (-2.505, 0.764, 1.503)  -0.500
H (-4.504, 3.497, -1.234)  0.632
H (-4.531, 1.884, -1.550)  0.555
H (-5.696, 1.685, 0.799)  0.218
H (-6.771, 2.603, -0.378)  0.475
H (-6.531, 3.879, 1.845)  0.514
H (-5.601, 4.631, 0.562)  0.422
H (-4.603, 5.745, 2.072)  0.428
H (-5.140, 5.065, 3.587)  0.401
H (-3.454, 5.276, 3.342)  0.304
H (-4.924, 1.452, 2.663)  0.233
H (-3.904, 2.272, 3.753)  0.306
H (-5.625, 2.678, 3.649)  0.506
H (-1.187, 2.672, -0.342)  0.101
H (-2.203, 3.924, -0.798)  1.242
H (-2.157, 2.465, -1.755)  -0.363
H (-1.559, 4.004, 1.980)  0.770
C (-3.873, -1.759, 2.051)  -1.433
C (-2.734, -1.345, 1.114)  2.065
C (-1.624, -2.458, 0.900)  -0.995
C (-1.759, -3.418, -0.227)  0.607
C (-2.050, -2.606, -1.505)  -1.341
C (-3.320, -1.744, -1.464)  1.472
N (-3.383, -0.892, -0.211)  0.381
O (-4.530, -0.015, -0.208)  -0.622
C (-3.209, -0.990, -2.789)  -1.874
C (-4.546, -2.744, -1.397)  -1.894
C (-1.929, -0.213, 1.764)  -0.035
H (-4.506, -0.901, 2.275)  0.191
H (-3.551, -1.920, 3.080)  0.404
H (-4.437, -2.607, 1.662)  0.338
H (-0.614, -2.049, 0.893)  -0.819
H (-1.568, -3.102, 1.778)  1.829
H (-2.471, -4.223, -0.043)  0.745
H (-0.835, -3.994, -0.278)  -1.408
H (-2.081, -3.362, -2.290)  1.490
H (-1.259, -1.864, -1.617)  -0.932
H (-2.516, -0.152, -2.711)  0.519
H (-2.934, -1.607, -3.645)  0.425
H (-4.170, -0.501, -2.947)  0.430
H (-4.692, -3.219, -0.427)  0.283
H (-5.463, -2.271, -1.750)  0.383
H (-4.354, -3.554, -2.101)  0.456
H (-2.545, 0.274, 2.520)  1.113
H (-1.389, 0.554, 1.208)  -0.926
H (-1.141, -0.649, 2.378)  -0.138
H (-4.236, 0.784, -0.651)  0.120
O (-1.146, 4.737, -0.463)  -0.567
H (-1.613, 4.116, -1.023)  0.142
H (-1.122, 5.548, -0.971)  0.451

(2)
A molecular structure, C27H22BN8Pd. Source: the Open Molecules 2025 dataset; level of theory: wB97M-V/def2-TZVPD.

<S²>: 0.761
spin multiplicity: 2
F_max: 0.023 hartree/bohr
orbital gap (spin up / spin down): 6.0909 / 5.7534 eV

Last column: Mulliken spin population.
Cartesian coordinates (Å):
Pd (-0.347, -0.055, -0.474)  1.071
C (3.376, -1.096, -2.826)  -0.001
C (2.742, -0.637, -1.663)  0.002
N (1.507, -0.236, -1.923)  0.022
N (1.318, -0.395, -3.249)  0.006
C (2.423, -0.942, -3.807)  0.004
B (-0.104, -0.064, -3.816)  -0.009
N (-0.600, 1.321, -3.300)  0.020
C (-0.670, 2.466, -4.016)  0.001
C (-1.093, 3.471, -3.178)  0.000
C (-1.259, 2.833, -1.936)  -0.001
N (-0.965, 1.544, -2.021)  -0.021
N (-1.042, -1.205, -3.317)  0.014
C (-1.579, -2.237, -3.994)  0.002
C (-2.254, -3.039, -3.100)  0.008
C (-2.072, -2.406, -1.863)  -0.006
N (-1.342, -1.308, -2.003)  0.034
N (-0.111, 0.030, -5.342)  0.000
C (0.869, 0.334, -6.234)  0.000
C (0.291, 0.474, -7.469)  0.000
C (-1.080, 0.246, -7.232)  0.000
N (-1.321, -0.007, -5.959)  0.000
H (4.371, -1.496, -2.935)  -0.001
H (3.110, -0.593, -0.649)  0.002
H (2.457, -1.223, -4.845)  0.000
H (-0.433, 2.485, -5.070)  -0.001
H (-1.264, 4.505, -3.428)  0.001
H (-1.581, 3.244, -0.993)  0.000
H (-1.460, -2.326, -5.061)  0.000
H (-2.806, -3.940, -3.312)  0.000
H (-2.438, -2.685, -0.888)  -0.001
H (1.890, 0.485, -5.935)  0.000
H (0.783, 0.710, -8.399)  0.000
H (-1.900, 0.267, -7.938)  0.000
C (0.238, 0.184, 1.390)  0.147
C (0.186, 0.141, 2.649)  -0.258
C (0.143, 0.105, 3.983)  -0.022
C (-0.699, 1.072, 4.714)  0.001
C (-1.014, 2.299, 4.124)  -0.002
C (-1.818, 3.210, 4.786)  0.002
C (-2.332, 2.901, 6.040)  -0.004
C (-2.043, 1.677, 6.629)  0.002
C (-1.225, 0.769, 5.973)  -0.005
C (0.934, -0.918, 4.697)  0.006
C (1.486, -0.660, 5.955)  -0.005
C (2.263, -1.618, 6.587)  0.002
C (2.480, -2.848, 5.979)  -0.003
C (1.934, -3.113, 4.728)  0.002
C (1.175, -2.150, 4.086)  -0.008
H (-0.610, 2.524, 3.145)  -0.001
H (-2.044, 4.162, 4.323)  0.000
H (-2.965, 3.612, 6.556)  0.000
H (-2.457, 1.426, 7.597)  0.000
H (-1.024, -0.196, 6.422)  -0.001
H (1.336, 0.307, 6.419)  -0.001
H (2.703, -1.402, 7.553)  0.000
H (3.081, -3.598, 6.478)  0.000
H (2.103, -4.071, 4.252)  0.000
H (0.752, -2.338, 3.107)  0.002

(3)
5 unconnected molecules or ions with the total composition C18H22Br2Cl16NO. Source: the Open Molecules 2025 dataset; level of theory: wB97M-V/def2-TZVPD.

<S²>: 0.754
spin multiplicity: 2
F_max: 0.042 hartree/bohr
orbital gap (spin up / spin down): 8.6347 / 9.1131 eV

Last column: Mulliken spin population.
Cartesian coordinates (Å):
C (1.270, 0.861, 3.442)  -0.001
C (0.482, 1.574, 2.637)  -0.001
C (-0.241, 1.074, 1.384)  -0.010
C (0.274, 1.795, 0.130)  0.016
Br (-0.985, 2.809, -0.899)  0.003
C (1.514, 1.830, -0.349)  -0.001
C (2.007, 2.608, -1.537)  0.000
Br (2.892, 0.821, 0.482)  0.000
C (-1.724, 1.372, 1.734)  -0.005
C (-2.794, 0.516, 1.003)  0.019
C (-3.517, -0.378, 2.029)  0.042
C (-3.878, 1.463, 0.411)  0.018
N (-2.220, -0.273, -0.120)  0.338
O (-3.105, -0.965, -0.733)  0.544
C (-1.020, -1.101, 0.205)  0.015
C (-0.212, -1.219, -1.103)  0.029
C (-1.349, -2.526, 0.642)  0.017
C (-0.124, -0.454, 1.280)  0.002
H (1.918, 0.065, 3.096)  0.000
H (1.282, 1.091, 4.502)  0.000
H (0.297, 2.625, 2.854)  0.000
H (1.942, 2.023, -2.455)  0.000
H (1.507, 3.569, -1.619)  0.000
H (3.066, 2.815, -1.376)  0.000
H (-1.924, 2.439, 1.676)  0.000
H (-1.794, 1.110, 2.793)  -0.001
H (-2.783, -0.861, 2.679)  -0.003
H (-4.100, 0.277, 2.677)  0.000
H (-4.158, -1.105, 1.537)  -0.010
H (-3.531, 2.487, 0.319)  -0.001
H (-4.201, 1.123, -0.572)  0.004
H (-4.759, 1.469, 1.051)  -0.001
H (0.674, -1.834, -0.950)  -0.001
H (0.024, -0.235, -1.503)  -0.011
H (-0.843, -1.724, -1.839)  -0.002
H (-1.890, -2.578, 1.586)  -0.001
H (-0.390, -3.022, 0.823)  0.002
H (-1.851, -3.095, -0.138)  -0.006
H (0.897, -0.786, 1.112)  0.002
H (-0.436, -0.843, 2.254)  0.000
C (2.253, -1.738, -5.180)  0.000
Cl (2.723, -0.938, -6.685)  0.000
Cl (1.730, -0.522, -4.010)  0.000
Cl (0.926, -2.857, -5.497)  0.000
Cl (3.630, -2.619, -4.521)  0.000
C (-6.283, -3.039, -0.378)  0.002
Cl (-6.048, -1.999, -1.779)  0.001
Cl (-6.550, -2.046, 1.062)  0.001
Cl (-7.691, -4.076, -0.639)  0.000
Cl (-4.850, -4.042, -0.133)  0.001
C (5.072, -2.844, -0.449)  0.000
Cl (4.157, -4.018, 0.504)  0.000
Cl (5.942, -1.754, 0.641)  0.000
Cl (6.232, -3.696, -1.477)  0.000
Cl (3.969, -1.914, -1.454)  0.000
C (5.716, 4.658, 0.170)  0.000
Cl (4.089, 4.795, 0.848)  0.000
Cl (5.993, 2.993, -0.342)  0.000
Cl (5.867, 5.737, -1.220)  0.000
Cl (6.904, 5.106, 1.397)  0.000